Below is the molecule C18H17ClFN5O2 at a distorted geometry, with properties calculated with wB97M-V/def2-TZVPD.

Last column: Löwdin charge in e.
Geometry (Å):
C 2.1316 3.3485 -1.1155  -0.007
C 2.5477 3.3699 0.3561  -0.515
O 3.0226 4.3840 0.8313  0.043
N 2.3696 2.2285 1.1380  0.069
C 2.4589 2.3337 2.6106  -0.154
C 1.1647 2.9338 3.1955  -0.188
N -0.0570 2.4723 2.5586  0.032
C -0.2281 1.1114 2.2371  -0.201
C -0.0228 0.1329 3.1513  -0.036
C 0.0447 -1.2637 2.7234  -0.713
Cl 0.3029 -2.4410 3.9391  0.714
N -0.1499 -1.6700 1.4833  0.102
N -0.4066 -0.6729 0.5686  0.034
C -0.8057 -0.7357 -0.7604  -0.110
C -1.0609 -1.9440 -1.5494  -0.155
C -0.6170 -2.0976 -2.8778  -0.009
C -0.8456 -3.2769 -3.5397  0.006
C -1.5629 -4.3103 -2.9537  -0.205
F -1.7638 -5.4238 -3.6696  0.101
C -1.9921 -4.1712 -1.6216  -0.090
C -2.6358 -5.3156 -0.9334  -0.200
O -2.5526 -6.4744 -1.2765  0.066
C -1.7176 -2.9743 -0.9213  0.033
C -0.9868 0.5779 -1.1387  -0.264
C -1.3553 1.0218 -2.5088  -0.032
N -0.7830 1.4598 -0.1010  0.179
C -0.5134 0.6831 0.8932  -0.272
H 2.3877 2.3918 -1.5756  0.072
H 1.0527 3.5080 -1.2668  0.075
H 2.6917 4.1530 -1.6300  0.088
H 1.8082 1.5035 0.7381  0.099
H 3.2899 2.9509 2.9386  0.118
H 2.5698 1.3418 3.0263  0.103
H 1.2372 4.0679 3.0980  0.141
H 1.1238 2.7216 4.2845  0.114
H -0.4079 3.1096 1.8299  0.134
H 0.2242 0.3450 4.1746  0.104
H 0.0014 -1.3235 -3.3423  0.128
H -0.4073 -3.4545 -4.5040  0.121
H -3.1243 -5.1836 0.0299  0.119
H -2.0442 -2.8924 0.0946  0.115
H -1.8637 0.2619 -3.0990  0.073
H -0.4651 1.3486 -3.0584  0.083
H -2.0602 1.8642 -2.4572  0.087

Results
Maximum force = 0.0490 hartree/bohr
Energy relative to the best compared isomer or geometry (same formula, charge and spin) = 0.000 eV
SMILES = CC(=O)NCCNc1cc(Cl)nn2c(-c3ccc(F)c(C=O)c3)c(C)nc12
Kohn-Sham gap = 8.47 eV
Lowest unoccupied orbital energy = -0.21 eV
HOMO energy = -0.3191 hartree
E_tot = -45726.90325 eV

***

Below is the molecule C18H17ClN2O, with properties calculated with wB97M-V/def2-TZVPD.

Last column: Löwdin charge in e.
Geometry (Å):
O 0.6636 -1.8538 -1.5323  0.068
C 0.0750 -0.8444 -1.2176  -0.494
C 0.3883 0.5069 -1.8773  -0.050
C -0.7198 1.5065 -1.7868  -0.255
C -1.8014 1.4384 -2.6601  -0.025
C -2.8495 2.3343 -2.5674  -0.096
C -2.8226 3.3145 -1.5873  -0.677
Cl -4.1302 4.4405 -1.4645  0.670
C -1.7573 3.4029 -0.7063  -0.102
C -0.7155 2.4987 -0.8112  -0.047
N -0.8977 -0.8020 -0.2847  0.071
C -1.1731 -1.9107 0.5975  -0.163
C -0.6725 -1.6101 2.0194  -0.122
C 0.7919 -1.3249 1.9946  -0.194
C 1.3938 -0.1016 1.9726  -0.060
N 2.7525 -0.2441 1.8715  0.082
C 3.0537 -1.5747 1.8163  -0.211
C 4.2796 -2.2185 1.7097  -0.024
C 4.2739 -3.5957 1.6738  -0.099
C 3.0802 -4.3194 1.7427  -0.098
C 1.8629 -3.6867 1.8492  -0.022
C 1.8374 -2.2933 1.8878  -0.129
H 1.2889 0.8822 -1.3852  0.124
H 0.6415 0.2969 -2.9176  0.128
H -1.8192 0.6732 -3.4216  0.124
H -3.6826 2.2773 -3.2500  0.106
H -1.7440 4.1722 0.0498  0.105
H 0.1185 2.5715 -0.1276  0.110
H -1.2895 0.0924 -0.0313  0.130
H -0.6442 -2.7733 0.1878  0.119
H -2.2493 -2.1110 0.6064  0.120
H -0.8786 -2.4727 2.6548  0.115
H -1.2129 -0.7482 2.4190  0.114
H 0.9501 0.8748 2.0377  0.117
H 3.4203 0.5071 1.8490  0.153
H 5.2017 -1.6579 1.6550  0.106
H 5.2088 -4.1300 1.5893  0.098
H 3.1219 -5.3982 1.7085  0.097
H 0.9462 -4.2551 1.9005  0.110

Results
Maximum force = 0.0109 hartree/bohr
Energy relative to the best compared isomer or geometry (same formula, charge and spin) = 0.000 eV
SMILES = O=C(Cc1ccc(Cl)cc1)NCCc1c[nH]c2ccccc12
Kohn-Sham gap = 8.45 eV
Lowest unoccupied orbital energy = 0.56 eV
HOMO energy = -0.2898 hartree
E_tot = -36493.36385 eV

***

Below is a structure of composition C18H17ClN2O12PtSSe at a distorted geometry, with properties calculated with wB97M-V/def2-TZVPD.

Last column: Löwdin charge in e.
Geometry (Å):
Pt 0.0253 -0.5009 0.6839  1.129
O 2.1480 0.9320 -1.5025  0.045
C 2.3605 -0.2419 -1.2448  -0.496
N 1.5731 -1.0894 -0.5311  -0.216
S 2.1438 -2.6370 -0.4925  0.628
O 2.4540 -3.0589 0.8410  -0.289
O 1.3839 -3.5138 -1.3373  -0.288
C 3.6451 -2.2548 -1.3585  -0.209
C 4.7007 -3.0824 -1.6859  -0.044
C 5.7536 -2.5233 -2.4001  -0.096
C 5.7291 -1.1799 -2.7736  -0.092
C 4.6516 -0.3693 -2.4396  -0.011
C 3.6103 -0.9307 -1.7231  -0.128
H 4.7042 -4.1241 -1.3925  0.116
H 6.6049 -3.1368 -2.6701  0.092
H 6.5629 -0.7672 -3.3290  0.091
H 4.6070 0.6760 -2.7165  0.115
O -0.0861 -0.2069 4.4628  -0.480
Se -0.1597 0.7349 3.1600  0.789
O -1.3334 0.1952 2.0413  -0.580
O 1.1492 0.4490 2.1183  -0.569
O -0.3871 2.2925 3.4976  -0.456
N -4.3228 -2.8541 0.9401  -0.004
C -2.9955 -2.7620 1.5605  -0.159
C -1.9808 -3.5886 0.7873  -0.538
O -2.5325 -4.4885 -0.0562  0.084
O -0.8027 -3.4768 0.9436  0.079
H -5.0291 -2.5119 1.5775  0.066
H -3.4942 -4.3147 -0.0025  0.075
H -4.3147 -2.2374 0.1256  0.044
H -3.0277 -3.1862 2.5672  0.127
H -2.5921 -1.7509 1.6460  0.090
C -2.9795 3.7226 1.6933  -0.034
C -1.6972 3.6973 0.9154  -0.209
C -0.6952 4.6239 1.1518  -0.088
C 0.5177 4.5255 0.4921  -0.656
Cl 1.7640 5.7245 0.8120  0.580
C 0.7735 3.4898 -0.3807  -0.100
C -0.2272 2.5625 -0.6329  -0.025
C -1.4626 2.6810 -0.0170  -0.241
O -2.5022 1.8242 -0.2257  -0.041
C -2.5643 1.0398 -1.4062  -0.091
C -2.4866 -0.4704 -1.1163  -0.592
O -3.5107 -1.1258 -1.3331  0.000
O -1.3673 -0.9715 -0.7672  -0.165
H -3.1194 4.6912 2.1760  0.071
H -2.9371 2.9530 2.4673  0.082
H -3.8373 3.5085 1.0555  0.074
H -0.8526 5.4100 1.8792  0.105
H 1.7445 3.3598 -0.8373  0.096
H 0.0155 1.7148 -1.2545  0.081
H -1.7835 1.3162 -2.1173  0.120
H -3.5411 1.2319 -1.8513  0.119

Results
Maximum force = 0.0228 hartree/bohr
Energy relative to the best compared isomer or geometry (same formula, charge and spin) = 0.000 eV
Kohn-Sham gap = 6.98 eV
Lowest unoccupied orbital energy = 4.31 eV
Charge = -2
HOMO energy = -0.0979 hartree
E_tot = -138443.71595 eV

***

Below is a structure of composition C18H17CoNO5 at a distorted geometry, with properties calculated with wB97M-V/def2-TZVPD.

Last column: Löwdin charge in e.
Geometry (Å):
Co -2.0576 -1.2942 1.2837  0.677
O -4.6854 -2.7656 3.8851  0.009
C -3.8169 -2.5406 3.0645  -0.531
O -3.2119 -1.4141 2.8170  -0.132
C -3.0287 -3.6722 2.1026  -0.536
O -2.8443 -4.8509 2.3572  0.017
O -2.5884 -3.1104 1.0356  -0.123
C 3.7409 2.8362 -0.1995  -0.092
C 2.2631 2.6194 -0.0026  -0.305
C 1.7242 2.0811 1.1599  -0.052
C 0.3854 1.6767 1.2444  -0.199
C 0.0561 1.0644 2.5910  -0.066
C -0.5142 1.8298 0.1661  -0.176
C -1.8504 1.4011 0.2154  -0.237
O -2.3877 0.5476 1.0080  -0.187
C -0.0293 2.4666 -0.9929  -0.247
C -0.9115 2.9506 -2.0744  -0.094
C 1.3570 2.7895 -1.0798  -0.025
H 4.2687 2.2825 0.5990  0.066
H 4.0496 3.8960 -0.0553  0.065
H 4.0893 2.4806 -1.1733  0.063
H 2.3096 1.9116 2.0225  0.081
H 0.9616 1.0831 3.1846  0.048
H -0.3814 0.0267 2.5429  0.056
H -0.6915 1.6410 3.1925  0.088
H -2.5273 1.9190 -0.5131  0.101
H -1.5907 2.1329 -2.3949  0.081
H -0.3227 3.3505 -2.9051  0.063
H -1.4940 3.7797 -1.6392  0.084
H 1.7344 3.1049 -2.0555  0.094
N -0.5623 -1.3495 0.4892  -0.004
C 0.0512 -2.1031 -0.3927  -0.383
C 1.3515 -1.6185 -0.8384  -0.062
C 1.8955 -1.9553 -2.0454  -0.154
C 1.2355 -2.9076 -2.8640  -0.174
C 0.0722 -3.5477 -2.3915  -0.150
C -0.4613 -3.1979 -1.1529  -0.060
H 1.8166 -0.8340 -0.2455  0.089
H 2.7998 -1.4979 -2.3763  0.068
H 1.6477 -3.2860 -3.8291  0.070
H -0.5290 -4.2323 -3.0330  0.089
H -1.3230 -3.6935 -0.7067  0.080

Results
Maximum force = 0.0612 hartree/bohr
<S²> = 3.862
Kohn-Sham gap (spin up / spin down) = 4.67 / 5.93 eV
Lowest unoccupied orbital energy (spin up / spin down) = 4.87 / 4.86 eV
2S+1 = 4
Charge = -2
HOMO energy (spin up / spin down) = 0.0074 / -0.0392 hartree
E_tot = -68295.35707 eV

***

- Which of these has the lowest maximum force?
  C18H17ClN2O